{
  "formula": "C8H5NO3",
  "method": "the ωB97M-V functional and the def2-TZVPD basis",
  "total_energy_ha": -588.1930,
  "e_above_lowest_kj_mol": 433.8,
  "lumo_energy_ev": [-1.815, -1.270],
  "symbols": ["O", "O", "O", "N", "C", "C", "C", "C", "C", "C", "C", "C", "H", "H", "H", "H", "H"],
  "xyz": [[-3.69948, -1.12427, -0.53651], [-1.17754, 3.27268, 0.32702], [-1.76068, -1.97775, 0.76582], [-2.60765, -0.34801, -0.55795], [-0.67986, 2.25143, 0.15920], [2.41630, 0.56058, -0.19961], [-1.61319, -0.89313, 0.17350], [0.77933, -1.15539, 0.19159], [0.05264, 1.14165, -0.01781], [2.09625, -0.78225, 0.05580], [-0.28397, -0.24935, 0.11157], [1.43608, 1.50351, -0.23905], [2.88107, -1.51896, 0.13041], [-3.46411, -1.89390, 0.05796], [3.44093, 0.86035, -0.35791], [0.51157, -2.18928, 0.35299], [1.67231, 2.54209, -0.41703]],
  "forces_ev_per_angstrom": [[0.37, -0.10, 0.28], [0.14, -0.56, -0.09], [-0.09, -0.18, 0.10], [-0.36, 1.05, -0.48], [-1.11, 0.53, 0.07], [-0.06, 0.54, -0.08], [0.65, -0.46, 0.54], [0.50, -0.12, 0.12], [0.80, -0.53, -0.24], [-0.45, -0.20, 0.07], [-0.91, -0.13, -0.09], [0.21, -0.14, 0.00], [0.03, -0.09, -0.06], [0.14, 0.31, -0.17], [0.08, 0.02, -0.01], [0.00, -0.01, 0.00], [0.08, 0.07, 0.02]],
  "nbo_charge": [-0.4716, -0.3641, -0.6940, -0.1196, 0.8366, -0.2261, 0.4667, -0.1639, -0.3293, -0.1762, -0.0359, -0.1362, 0.2239, 0.4836, 0.2274, 0.2555, 0.2231]
}

---

{
  "formula": "C47H50MnN4Se",
  "method": "the ωB97M-V functional and the def2-TZVPD basis",
  "s2": 4.159,
  "total_energy_ha": -5592.2801,
  "lumo_energy_ev": [-0.950, -1.103],
  "spin_multiplicity": 4,
  "symbols": ["Se", "Mn", "N", "N", "N", "N", "C", "C", "C", "C", "C", "C", "C", "C", "C", "C", "C", "C", "C", "C", "C", "C", "C", "C", "C", "C", "C", "C", "C", "C", "C", "C", "C", "C", "C", "C", "C", "C", "C", "C", "C", "C", "C", "C", "C", "C", "C", "C", "C", "C", "C", "C", "C", "H", "H", "H", "H", "H", "H", "H", "H", "H", "H", "H", "H", "H", "H", "H", "H", "H", "H", "H", "H", "H", "H", "H", "H", "H", "H", "H", "H", "H", "H", "H", "H", "H", "H", "H", "H", "H", "H", "H", "H", "H", "H", "H", "H", "H", "H", "H", "H", "H", "H"],
  "xyz": [[2.61803, -2.23939, 0.72989], [0.27260, -0.36408, -0.16650], [0.86662, 0.96819, 1.19682], [4.18000, -2.57737, 0.00797], [2.01603, -1.31794, -0.67879], [-0.11146, -1.61179, 1.43476], [-0.54729, -3.82105, 2.52158], [5.16105, -1.49589, -3.30678], [-2.83526, -4.06630, 0.93045], [-2.38121, -1.94426, -0.30436], [-1.40629, -4.91637, 2.64203], [0.71924, -3.84481, 3.37803], [-0.85516, 2.57456, 4.27586], [2.39603, 2.89398, 0.67104], [4.59502, 1.85667, -0.02005], [3.93692, -0.81560, -3.69088], [-1.94330, 3.58336, 2.24571], [1.57700, -5.08256, 3.07241], [1.69209, 2.42731, -5.09736], [2.97505, -1.32249, -1.56908], [-0.42190, 1.36471, -4.24066], [-1.39251, -2.09685, -1.47508], [-3.41737, 2.07671, -6.44566], [1.98464, 0.47485, -7.04871], [0.89008, 0.44837, -6.18833], [2.93627, 1.48559, -6.93822], [3.11788, 3.04229, -1.69233], [-0.82403, 2.66251, 2.74846], [0.05646, 0.67382, -1.75733], [2.14888, 4.90912, 1.99751], [2.82445, 4.16554, 1.04516], [1.27513, 2.34945, 1.31344], [0.72990, 1.42210, -5.20014], [3.15538, 2.18724, -0.42294], [-2.49169, -0.47769, 0.16191], [-2.02683, -2.94713, 0.78774], [-2.10240, 1.88021, -6.03865], [-4.17501, 1.70383, -4.19957], [-4.46368, 1.98856, -5.53352], [2.87566, -0.71999, -2.86679], [-0.16762, 1.02341, -2.91036], [0.88561, 0.32929, 2.38197], [0.29541, -0.92176, 2.53360], [4.18229, -2.02886, -1.18987], [0.52494, 3.12960, 2.20665], [5.29170, -2.08910, -2.10698], [-2.86719, 1.50143, -3.78820], [-0.88269, -2.80734, 1.60186], [0.39545, -3.77564, 4.87448], [-2.54297, -5.04763, 1.86885], [-1.79564, 1.57646, -4.69964], [0.98560, 4.39725, 2.54806], [2.78600, 2.46281, -5.96029], [3.70657, 4.58486, 0.56666], [1.57346, 3.18992, -4.33593], [-1.25639, -3.14205, -1.75570], [-2.64404, 1.28685, -2.74718], [2.09661, -0.29825, -7.80379], [-0.07246, -4.70420, 5.21453], [6.19681, -2.60739, -1.80904], [-1.80765, 2.15234, 4.61821], [-5.49018, 2.14255, -5.85544], [3.51851, 3.26157, -5.86879], [4.62319, 1.21419, 0.87069], [2.51151, 5.88906, 2.29025], [-1.02805, 1.67275, 2.35322], [-3.08130, 0.11380, -0.53851], [5.11005, 1.33215, -0.83700], [-3.36555, -2.22088, -0.67384], [3.78665, 1.51009, -7.61033], [-3.62651, 2.30555, -7.48634], [-1.54965, -0.00035, 0.19569], [-3.19086, -5.91114, 1.98630], [-0.29332, -2.95971, 5.09891], [1.96430, -0.20548, -3.15247], [0.11089, -1.28435, 3.54021], [2.08529, 3.20273, -2.01277], [-1.67719, -1.51232, -2.34660], [-1.16295, -5.69679, 3.36106], [-2.92414, 3.18938, 2.54087], [-3.71215, -4.16474, 0.29646], [3.65651, 2.54758, -2.50497], [3.86688, -0.36292, -4.67762], [-4.97931, 1.64678, -3.47525], [2.64593, 1.26886, -0.62681], [1.32202, -2.98561, 3.14575], [-0.04692, 1.94705, 4.66350], [-1.92108, 3.66721, 1.15518], [-1.84602, 4.59218, 2.66497], [0.42043, 4.99402, 3.26101], [1.28806, 0.82186, 3.26368], [3.58658, 4.02138, -1.52189], [-0.41028, -1.75859, -1.18209], [1.03806, -6.00944, 3.28853], [-2.91770, -0.39107, 1.16057], [1.30613, -3.62725, 5.46133], [-1.30130, 1.96725, -6.76421], [-0.74983, 3.56915, 4.72712], [0.15038, -0.34203, -6.27396], [5.16559, 2.76471, 0.20482], [1.87541, -5.10940, 2.02294], [2.48727, -5.07462, 3.68444], [5.98739, -1.52703, -4.00743]],
  "forces_ev_per_angstrom": [[-0.12, -0.30, 0.71], [0.57, 0.04, -0.15], [0.53, -0.52, 0.37], [-0.01, 0.06, -0.25], [-0.15, -0.22, 0.96], [0.31, 0.46, 0.93], [0.04, -0.11, 0.07], [-0.27, 0.29, -0.39], [0.00, -0.02, 0.05], [0.25, 0.06, 0.10], [0.06, -0.04, 0.07], [-0.23, -0.39, -0.01], [0.00, 0.06, 0.12], [-0.05, -0.02, 0.15], [0.09, -0.16, 0.04], [0.47, -0.05, -0.26], [-0.07, 0.06, 0.01], [0.02, 0.03, 0.10], [0.11, 0.01, -0.06], [0.27, 0.16, -1.01], [-0.27, -0.07, -0.11], [-0.79, -0.01, 0.10], [0.13, -0.02, 0.05], [-0.04, 0.05, 0.09], [0.05, -0.05, -0.08], [-0.11, -0.04, 0.07], [0.09, 0.04, -0.08], [-0.04, 0.28, 0.04], [0.12, 0.17, 0.09], [-0.01, -0.02, -0.01], [-0.05, 0.11, -0.01], [-0.17, -0.37, 0.05], [-0.10, -0.01, 0.21], [0.32, 0.41, 0.05], [-1.12, -0.84, -0.22], [0.00, 0.07, -0.07], [-0.08, 0.02, -0.04], [0.12, 0.00, -0.03], [0.04, -0.02, 0.02], [-0.07, 0.05, 0.14], [-0.14, 0.62, -1.14], [-0.10, 0.14, -0.08], [-0.26, -0.40, -0.45], [0.26, 0.05, -0.21], [-0.22, 0.21, 0.16], [-0.15, -0.10, 0.37], [-0.10, -0.02, -0.01], [0.24, 0.41, -0.04], [-0.02, -0.07, 0.01], [-0.05, 0.02, -0.05], [0.28, -0.02, 0.11], [-0.09, 0.05, 0.09], [-0.10, 0.00, 0.07], [-0.11, -0.07, 0.11], [0.03, -0.05, -0.04], [-0.08, 0.00, 0.03], [-0.04, 0.03, -0.10], [-0.03, 0.10, 0.09], [0.00, 0.07, -0.02], [-0.13, 0.05, 0.00], [0.13, 0.08, -0.06], [0.16, -0.01, 0.05], [-0.11, -0.13, 0.00], [-0.02, 0.12, -0.16], [-0.04, -0.08, -0.04], [-0.05, -0.03, -0.02], [-0.05, -0.06, -0.02], [-0.10, 0.08, 0.14], [-0.13, -0.13, -0.02], [-0.05, 0.00, 0.04], [0.04, -0.02, 0.10], [0.70, 0.99, 0.27], [0.08, 0.11, -0.03], [0.01, 0.01, 0.01], [0.13, -0.08, 0.11], [0.07, -0.11, -0.06], [0.07, -0.01, 0.04], [-0.03, 0.05, -0.02], [-0.04, 0.14, -0.12], [0.16, 0.07, -0.03], [0.07, 0.01, 0.07], [-0.03, -0.01, 0.00], [0.09, -0.08, 0.11], [0.03, -0.01, -0.01], [-0.35, -0.63, -0.20], [0.22, 0.37, -0.16], [-0.10, 0.07, -0.03], [0.00, -0.01, 0.10], [-0.02, -0.14, -0.07], [0.06, -0.07, -0.12], [-0.07, 0.05, -0.07], [-0.10, -0.22, -0.08], [0.67, -0.34, -0.24], [0.05, 0.09, 0.00], [-0.07, -0.06, 0.00], [-0.05, -0.04, -0.05], [-0.05, -0.01, 0.05], [-0.01, -0.16, -0.05], [0.06, 0.05, 0.00], [-0.07, -0.10, -0.02], [-0.03, 0.00, 0.00], [-0.14, 0.01, -0.08], [-0.09, 0.03, -0.02]],
  "lowdin_spin": [0.0058, 1.0719, 0.2413, 0.0154, -0.0039, 0.2179, 0.0170, -0.0010, -0.0018, 0.0031, -0.0021, 0.0027, 0.0021, 0.0129, 0.0007, 0.0065, 0.0001, 0.0003, 0.0174, 0.0104, 0.3377, 0.0070, -0.0079, -0.0002, 0.0178, 0.0090, 0.0014, 0.0013, 0.2075, 0.0101, -0.0015, 0.0127, 0.0363, 0.0046, 0.0215, 0.0161, 0.0730, -0.0077, 0.0834, -0.0016, 0.0854, 0.1190, 0.1813, 0.0013, 0.0123, 0.0032, 0.0703, 0.0086, 0.0009, 0.0163, 0.0144, -0.0013, -0.0004, -0.0001, 0.0006, -0.0003, 0.0055, 0.0000, 0.0000, 0.0001, 0.0001, 0.0052, -0.0001, 0.0000, 0.0007, 0.0023, 0.0008, 0.0000, 0.0002, 0.0006, -0.0025, 0.0063, 0.0011, 0.0000, -0.0002, 0.0106, 0.0007, 0.0009, -0.0004, 0.0001, -0.0004, 0.0002, 0.0004, -0.0026, 0.0032, 0.0020, 0.0006, 0.0001, 0.0000, -0.0001, 0.0055, 0.0002, 0.0043, 0.0000, 0.0011, 0.0002, 0.0037, 0.0003, 0.0006, 0.0001, 0.0000, 0.0001, -0.0002]
}

---

{
  "formula": "C5H8N2",
  "method": "the ωB97M-V functional and the def2-TZVPD basis",
  "total_energy_ha": -304.7605,
  "e_above_lowest_kj_mol": 197.0,
  "lumo_energy_ev": 0.966,
  "symbols": ["N", "N", "C", "C", "C", "C", "C", "H", "H", "H", "H", "H", "H", "H", "H"],
  "xyz": [[-0.16441, -0.60066, -0.24857], [-1.11407, 1.46706, -0.92658], [-0.02857, 0.72900, -0.50590], [1.27299, 1.11536, -0.25489], [-1.21352, -1.23082, 0.56595], [1.08584, -1.06993, 0.20995], [1.95507, -0.02591, 0.24033], [-0.32369, -1.67348, 1.21520], [-1.95918, -1.76829, -0.06834], [1.31287, -2.10216, -0.01077], [-1.04813, 2.45492, -0.74309], [1.69663, 2.09201, -0.42123], [-1.79544, -0.48616, 1.13736], [2.98821, -0.06858, 0.55579], [-2.01945, 1.06475, -0.72451]],
  "forces_ev_per_angstrom": [[0.60, 0.15, -0.25], [-0.15, 0.07, -0.07], [0.30, 0.31, 0.18], [-0.31, 0.43, 0.03], [0.85, 0.07, 0.32], [0.98, 0.41, -1.24], [0.21, -0.11, -0.29], [-3.67, -0.73, -0.11], [0.89, -0.32, 0.79], [-0.03, -0.22, 0.80], [-0.13, -0.06, 0.06], [-0.10, 0.08, 0.08], [0.47, -0.16, -0.01], [-0.02, -0.05, -0.27], [0.12, 0.14, -0.03]],
  "nbo_charge": [-0.3848, -0.8062, 0.3622, -0.3990, -0.4603, -0.1789, -0.2188, 0.2637, 0.2053, 0.2192, 0.3879, 0.2172, 0.1921, 0.2198, 0.3804]
}